# 1
DFT (the ωB97M-V functional and the def2-TZVPD basis) results for a cluster of 3 separate species, C4H14O2S in total.

Summary:
- SMILES string: CCCCS.O.O
- Maximum force: 0.012 hartree/bohr
- Calculated total energy: -19305.068 eV
- Relative energy (zero: lowest compared OMol25 entry of this formula, charge and spin): 46.0 kJ/mol

Element x y z (Å)
C  0.98  1.83  2.94
C  1.19  0.55  2.12
C  0.55  0.54  0.73
C  -0.88  1.00  0.67
S  -2.10  -0.30  1.06
H  0.06  1.80  3.54
H  1.84  2.04  3.57
H  0.88  2.70  2.28
H  0.83  -0.31  2.67
H  2.26  0.37  1.97
H  0.63  -0.47  0.35
H  1.16  1.12  0.03
H  -1.14  1.43  -0.29
H  -1.05  1.79  1.41
H  -2.50  0.16  2.25
O  0.28  -1.77  -2.30
H  0.23  -2.69  -2.04
H  0.62  -1.75  -3.20
O  -1.18  -2.97  -5.67
H  -1.66  -3.05  -6.49
H  -1.00  -2.02  -5.57

Atom charges from the Löwdin analysis, given in e for atoms 1 to 5:
1. C -0.12
2. C -0.27
3. C -0.31
4. C -0.57
5. S 0.69

=====

# 2
DFT (the ωB97M-V functional and the def2-TZVPD basis) results for the ion C5H3O2S2 with charge -1 in a non-equilibrium geometry.

Summary:
- Maximum force: 0.077 hartree/bohr
- Net charge: -1
- Calculated total energy: -30995.507 eV
- Relative energy (zero: lowest compared OMol25 entry of this formula, charge and spin): 426.4 kJ/mol

Element x y z (Å)
C  0.02  -0.07  -1.28
C  1.23  -0.10  -1.50
C  -0.18  0.09  0.92
C  -0.87  0.04  -0.22
C  2.36  -0.13  -0.59
O  -3.45  1.01  -0.76
O  -3.01  -0.20  1.44
S  1.53  0.07  1.16
S  -2.90  -0.16  -0.05
H  -0.53  0.19  1.88
H  2.58  -1.24  -0.52
H  3.22  0.50  -0.49

Atom charges from the Löwdin analysis, given in e for atoms 1 to 5:
1. C -0.07
2. C -0.13
3. C -0.51
4. C -0.36
5. C -0.40

=====

# 3
DFT (the ωB97M-V functional and the def2-TZVPD basis) results for a structure of composition C26H48BF5HgN2O4P in a non-equilibrium geometry.

Summary:
- Maximum force: 0.213 hartree/bohr
- Net charge: +1
- Calculated total energy: -66619.666 eV

Element x y z (Å)
C  2.51  2.04  3.25
O  3.59  1.87  2.37
C  3.29  1.52  1.05
C  4.41  0.70  0.55
C  4.51  0.54  -0.94
C  3.22  0.26  -1.69
C  3.46  -0.65  -2.84
C  3.69  -2.05  -2.31
C  2.40  -2.87  -2.20
C  1.78  -2.75  -0.83
C  0.26  -2.75  -1.00
C  -0.47  -2.97  0.28
P  -2.17  -2.04  0.53
O  -1.82  -0.77  -0.54
C  -0.92  0.31  -0.36
C  -0.98  1.23  -1.56
N  -1.34  2.61  -1.21
C  -2.14  3.24  -2.27
C  -2.78  4.50  -1.77
C  -1.81  5.43  -1.14
O  -3.42  5.10  -2.88
B  -2.93  -3.10  -1.13
O  -2.31  -4.18  -1.50
N  -4.15  -2.62  -1.62
C  -4.17  -1.48  -2.50
C  -5.23  -2.72  -0.68
C  -1.81  -1.12  2.25
F  -2.34  -1.93  3.15
F  -2.65  -0.08  2.24
C  -0.48  -0.64  2.80
C  0.73  -0.68  2.25
C  1.81  -0.18  2.85
C  1.68  0.42  4.02
C  0.47  0.46  4.59
C  0.30  1.14  5.89
F  -0.76  0.68  6.55
F  1.36  0.94  6.67
F  0.14  2.45  5.75
C  -0.60  -0.06  3.98
H  1.57  1.75  2.82
H  2.43  3.07  3.52
H  2.65  1.47  4.14
H  3.22  2.41  0.44
H  2.38  0.96  0.97
H  5.31  1.15  0.91
H  4.35  -0.26  1.02
H  5.22  -0.23  -1.14
H  4.89  1.46  -1.33
H  2.44  -0.11  -1.06
H  2.84  1.19  -2.06
H  4.34  -0.32  -3.35
H  2.64  -0.64  -3.52
H  4.11  -1.99  -1.33
H  4.38  -2.59  -2.91
H  1.72  -2.52  -2.94
H  2.66  -3.88  -2.44
H  2.03  -1.77  -0.50
H  2.08  -3.49  -0.13
H  0.01  -1.85  -1.53
H  0.07  -3.54  -1.68
H  -0.82  -3.97  0.27
H  0.10  -2.96  1.18
H  -3.49  -1.45  0.59
H  -2.61  -3.18  1.31
H  -1.11  0.94  0.47
H  0.09  -0.03  -0.31
H  -1.68  0.81  -2.24
H  -0.03  1.22  -2.06
H  -0.46  3.11  -1.22
H  -1.54  3.46  -3.13
H  -2.94  2.59  -2.51
H  -3.50  4.20  -1.04
H  -1.39  5.00  -0.27
H  -2.28  6.34  -0.87
H  -1.00  5.60  -1.82
H  -3.23  6.03  -2.88
H  -2.93  -4.90  -1.58
H  -5.14  -1.34  -2.93
H  -3.95  -0.58  -1.95
H  -3.42  -1.55  -3.29
H  -5.09  -3.55  -0.02
H  -5.27  -1.82  -0.07
H  -6.17  -2.81  -1.18
H  0.86  -1.14  1.30
H  2.76  -0.22  2.38
H  2.50  0.86  4.53
H  -1.53  0.01  4.46
Hg  -2.35  -0.74  -5.05

Atom charges from the Löwdin analysis, given in e for atoms 1 to 5:
1. C -0.10
2. O -0.09
3. C -0.26
4. C -0.17
5. C -0.18

=====

> Which of these has the lowest maximum force?

C4H14O2S